1.
{
  "formula": "C4H31NO11",
  "method": "wB97M-V/def2-TZVPD",
  "energy_ev": -28660.6028,
  "homo_ev": -8.819,
  "smiles": "C/C=C/NC.O.O.O.O.O.O.O.O.O.O.O",
  "gap_ev": 9.09,
  "elements": ["O", "O", "O", "O", "O", "O", "O", "O", "O", "O", "O", "N", "C", "C", "C", "C", "H", "H", "H", "H", "H", "H", "H", "H", "H", "H", "H", "H", "H", "H", "H", "H", "H", "H", "H", "H", "H", "H", "H", "H", "H", "H", "H", "H", "H", "H", "H"],
  "xyz": [[-1.83, -2.16, 1.68], [1.04, 2.32, -2.94], [1.78, 2.68, 2.11], [2.91, -1.14, 1.24], [0.99, 0.55, 3.50], [0.21, 0.02, -4.42], [1.18, -3.54, 2.40], [-2.07, 0.09, 3.97], [-0.89, 3.73, 1.26], [1.88, -0.05, -2.30], [1.93, 2.00, -0.52], [-1.35, 0.50, -1.77], [-0.59, -1.84, -1.21], [-1.52, -1.03, -1.68], [-2.52, 1.13, -1.17], [-1.00, -3.23, -0.95], [0.44, 1.71, -3.38], [-1.00, -3.91, -1.91], [-1.81, -0.73, 3.54], [-0.20, 3.22, 1.49], [1.55, 2.66, -3.56], [0.42, -1.57, -1.01], [1.08, 1.52, 3.23], [0.53, -3.06, 3.03], [2.36, -0.41, -1.54], [2.08, 0.87, -2.52], [-3.44, 0.64, -1.54], [1.96, 3.58, 2.32], [-2.08, -3.17, -0.52], [2.09, 1.07, -0.86], [-2.60, 1.12, 0.00], [1.74, 0.30, 3.93], [-0.44, 0.67, -1.34], [-1.28, 0.53, 3.86], [-1.67, -1.29, 1.19], [-2.45, -1.36, -1.83], [-0.17, -3.67, -0.30], [0.58, -0.61, -3.70], [-0.55, 0.36, -4.04], [2.69, -2.10, 1.37], [-2.57, -2.26, 2.10], [1.62, 2.44, -1.32], [-2.55, 2.10, -1.64], [2.46, -0.56, 1.85], [0.63, -4.14, 1.86], [2.01, 2.60, 1.23], [-1.58, 3.38, 0.80]]
}



2.
{
  "formula": "C4H31NO11",
  "method": "wB97M-V/def2-TZVPD",
  "energy_ev": -28661.4793,
  "homo_ev": -8.971,
  "smiles": "CC(C)NCO.O.O.O.O.O.O.O.O.O.O",
  "gap_ev": 9.18,
  "elements": ["O", "O", "O", "O", "O", "O", "O", "O", "O", "O", "O", "N", "C", "C", "C", "C", "H", "H", "H", "H", "H", "H", "H", "H", "H", "H", "H", "H", "H", "H", "H", "H", "H", "H", "H", "H", "H", "H", "H", "H", "H", "H", "H", "H", "H", "H", "H"],
  "xyz": [[2.39, 0.03, -0.96], [2.21, -0.24, 3.41], [1.60, -2.98, 0.71], [-2.88, -2.21, 0.02], [2.01, -2.42, -1.85], [-3.42, 0.40, 0.96], [-1.36, -1.02, 3.14], [3.06, 1.42, 1.30], [-2.00, 3.14, 1.62], [-1.89, -2.37, -2.83], [0.24, 1.50, 3.16], [1.03, 1.85, -1.56], [-0.90, 0.32, -0.63], [2.31, 1.12, -1.84], [-0.20, 1.05, -1.84], [-1.11, 1.66, -2.90], [-1.77, -1.40, 2.34], [2.82, -0.97, 3.55], [1.12, 2.34, -0.69], [2.26, -1.46, -1.73], [-0.33, 1.12, 2.55], [-2.19, 3.71, 0.94], [-1.88, 2.32, -2.54], [2.80, -3.04, -1.86], [1.47, -0.64, 2.93], [-1.99, -0.55, 3.55], [-1.44, -3.23, -2.94], [3.18, 1.80, -1.60], [-1.73, -0.40, -0.88], [-1.11, -1.72, -2.77], [-1.06, 3.24, 1.84], [-3.98, 0.25, 1.76], [-1.79, 1.06, -3.55], [-1.50, 1.14, 0.08], [-0.22, -0.23, -0.06], [-0.41, 2.38, -3.36], [-2.95, -1.96, -0.92], [2.46, 0.73, -2.78], [-2.08, -2.85, -0.15], [0.21, 0.12, -2.37], [2.34, 0.22, -0.02], [3.87, 1.09, 1.30], [1.75, -2.81, -0.21], [-2.98, -0.43, 0.88], [1.70, -3.88, 0.79], [-0.24, 1.67, 3.91], [2.58, 1.12, 2.06]]
}